(1)
DFT (the ωB97M-V functional and the def2-TZVPD basis) results for C28H31O7P4Ta as an isolated structure at a distorted geometry.

Cartesian coordinates (Å):
Ta (0.33947, 0.29573, -0.21293)
C (1.51261, 3.20432, 1.45743)
C (2.01792, 3.39695, 0.03205)
P (2.32602, 1.87343, -0.93677)
C (2.45388, 2.38505, -2.63273)
C (3.52328, 3.23543, -2.93881)
C (3.64855, 3.72246, -4.22931)
C (2.71745, 3.37354, -5.20245)
C (1.65265, 2.53493, -4.89471)
C (1.51563, 2.03619, -3.60927)
C (3.73151, 0.99084, -0.31596)
C (3.65367, 0.48292, 0.99299)
C (4.73324, -0.18176, 1.54318)
C (5.89081, -0.34384, 0.78391)
C (5.96265, 0.14047, -0.51837)
C (4.88023, 0.80235, -1.08381)
P (0.03508, 2.15352, 1.64376)
C (0.01092, 1.49401, 3.28487)
C (0.11586, 2.40869, 4.33980)
C (0.05141, 1.93465, 5.63950)
C (-0.10881, 0.57308, 5.88286)
C (-0.21323, -0.33164, 4.83322)
C (-0.15844, 0.12747, 3.52976)
C (-1.44562, 2.97768, 1.15985)
C (-2.45374, 3.21775, 2.09904)
C (-3.55920, 3.95734, 1.70958)
C (-3.66888, 4.42506, 0.40233)
C (-2.67827, 4.15505, -0.54413)
C (-1.56819, 3.42829, -0.16931)
H (1.23954, 4.17357, 1.88415)
H (2.27261, 2.76925, 2.10589)
H (2.96668, 3.94013, 0.04736)
H (1.32735, 3.98746, -0.57167)
H (4.25641, 3.51810, -2.18985)
H (4.47478, 4.37731, -4.47555)
H (2.82261, 3.76168, -6.20784)
H (0.93167, 2.27517, -5.65911)
H (0.67937, 1.39460, -3.37540)
H (2.76138, 0.62439, 1.60010)
H (4.69205, -0.55518, 2.55891)
H (6.74354, -0.85481, 1.21438)
H (6.86936, 0.01013, -1.09607)
H (4.94357, 1.17618, -2.09862)
H (0.23447, 3.47246, 4.16388)
H (0.12284, 2.63066, 6.46533)
H (-0.15930, 0.21515, 6.90310)
H (-0.34916, -1.38563, 5.03768)
H (-0.26017, -0.57974, 2.71100)
H (-2.37216, 2.85411, 3.11684)
H (-4.33743, 4.17266, 2.43060)
H (-4.53661, 5.00517, 0.11306)
H (-2.77874, 4.52332, -1.55740)
H (-0.79492, 3.22926, -0.90680)
C (0.08258, -3.15554, -3.04521)
C (0.19277, -2.05628, -2.00074)
O (1.23013, -1.07829, -2.22241)
P (0.73034, -2.69113, -0.32168)
O (2.07755, -3.38130, -0.55705)
O (-0.16765, -3.67844, 0.42197)
O (1.02560, -1.32525, 0.47662)
P (-1.35918, -1.05570, -1.67323)
O (-2.42406, -1.40155, -2.69345)
O (-1.53018, -1.23763, -0.17831)
O (-0.84067, 0.46648, -1.70377)
H (1.04557, -3.65763, -3.16329)
H (-0.22527, -2.72697, -4.00055)
H (-0.66142, -3.90409, -2.76103)
H (1.75422, -1.28960, -3.01658)
H (2.28627, -4.25885, -0.18900)
H (-1.07046, -3.47067, 0.71967)
H (-3.37995, -1.21484, -2.63978)

Its multiplicity is 1. For the maximum force, the calculation gives 1.5 eV/A. The total charge is +4. For the total energy, the calculation gives -82543.2628 eV. The calculation puts the HOMO energy at -0.7208 Ha. As for the LUMO energy: -14.50 eV. Its frontier orbital gap is 5.11 eV.

(2)
DFT (the ωB97M-V functional and the def2-TZVPD basis) results for one molecule with the formula C3H7NOS at a distorted geometry.

Cartesian coordinates (Å):
C (0.56634, -0.26579, -1.77517)
C (0.30277, 0.55031, -0.52754)
S (0.66336, 2.19298, -0.54714)
N (-0.00016, -0.20287, 0.55723)
C (-0.51022, 0.49378, 1.70518)
O (-0.75858, -1.38430, 0.27772)
H (0.19309, 0.38611, -2.62765)
H (1.62137, -0.44843, -1.82938)
H (0.00674, -1.23394, -1.77529)
H (-0.86593, -0.17767, 2.54229)
H (-1.32834, 1.08689, 1.32076)
H (0.29771, 1.07673, 2.10991)
H (-0.18813, -2.07379, 0.56908)

Its multiplicity is 1. For the maximum force, the calculation gives 2.4 eV/A. The total charge is 0. For the total energy, the calculation gives -17595.2106 eV. Its structure (SMILES) is CC(=S)N(C)O. The calculation puts the HOMO energy at -0.3084 Ha. As for the LUMO energy: 0.31 eV. Its frontier orbital gap is 8.70 eV. The calculation puts the energy above the lowest of the compared OMol25 structures with the same formula, charge and spin at 262.3 kJ/mol.

What is the formula in the second record? C3H7NOS

The lowest maximum force belongs to which entry? C28H31O7P4Ta

The lowest frontier orbital gap belongs to which entry? C28H31O7P4Ta

Which of these has the lowest HOMO? C28H31O7P4Ta